[1]
ORCA calculation (wB97M-V/def2-TZVPD) on a molecular structure, C25H45NP2SYb.

Calculated values
- F_max: 4.52 eV/A
- LUMO energy (alpha / beta): -2.65 / -3.13 eV
- Expectation value of S²: 0.75
- E_tot: -3273.74373 Eh
- Relative energy (zero: lowest compared OMol25 entry of this formula, charge and spin): 58.5 kJ/mol

```
! RIJCOSX wB97M-V def2-TZVPD def2/J DEFGRID3
* xyz 1 2
Yb -0.28 -0.52 0.58
C 0.34 -2.81 0.18
C 1.57 -2.11 0.27
C 0.48 -1.88 2.30
C -0.28 -2.77 1.46
C 1.67 -1.53 1.56
C -0.18 -3.55 -1.01
H 0.10 -3.05 -1.95
H -1.28 -3.67 -0.99
H 0.25 -4.57 -1.06
C -1.33 -3.73 1.91
H -1.74 -4.29 1.07
H -2.15 -3.23 2.45
H -0.85 -4.45 2.59
C 0.27 -1.56 3.74
H 0.93 -2.17 4.39
H -0.77 -1.72 4.07
H 0.51 -0.50 3.95
C 2.84 -0.80 2.12
H 3.59 -1.51 2.51
H 2.57 -0.14 2.95
H 3.33 -0.19 1.35
C 2.63 -2.12 -0.79
H 3.17 -3.09 -0.81
H 3.37 -1.34 -0.60
H 2.20 -1.97 -1.79
C 0.29 1.65 -2.41
C 0.85 0.49 -2.78
C 2.05 0.45 -3.69
C 3.42 0.88 -3.10
C 3.40 1.38 -1.68
C 2.85 2.54 -1.35
C 2.21 3.44 -2.37
C 0.83 2.97 -2.90
H 1.84 1.08 -4.57
H 3.84 1.66 -3.76
H 2.16 -0.58 -4.07
H 0.90 2.92 -4.00
H -0.67 1.74 -1.87
H 0.39 -0.50 -2.62
H 0.09 3.76 -2.68
H 2.10 4.45 -1.93
H 2.94 2.97 -0.35
H 2.88 3.58 -3.22
H 4.13 0.04 -3.18
H 3.98 0.79 -0.97
P -2.88 -0.71 -0.86
C -3.94 -2.09 -0.27
H -4.89 -2.08 -0.81
H -4.12 -1.99 0.81
H -3.43 -3.05 -0.44
C -4.03 0.70 -0.79
H -5.01 0.44 -1.21
H -3.59 1.54 -1.35
H -4.15 1.00 0.26
C -2.82 -1.11 -2.64
H -2.41 -0.25 -3.18
H -3.82 -1.35 -3.02
H -2.15 -1.96 -2.79
P -0.42 2.14 1.90
C 1.21 2.49 2.65
H 1.39 3.56 2.79
H 2.00 2.07 2.00
H 1.27 1.97 3.62
C -0.90 3.65 0.98
H -0.05 3.97 0.36
H -1.21 4.46 1.66
H -1.74 3.39 0.32
C -1.49 2.28 3.39
H -1.31 3.19 3.99
H -1.32 1.38 4.01
H -2.54 2.24 3.05
S -3.76 -1.43 3.96
C -2.96 -0.70 2.78
N -2.33 -0.17 1.89
*
```

What are the Löwdin partial charges on each atom? They are as follows, in elementary charge units: 1.505 -0.342 -0.312 -0.354 -0.317 -0.325 -0.039 0.072 0.061 0.108 -0.013 0.075 0.044 0.105 -0.027 0.106 0.058 0.067 -0.027 0.109 0.066 0.068 -0.018 0.114 0.059 0.065 -0.134 -0.140 -0.173 -0.169 -0.125 -0.118 -0.174 -0.174 0.117 0.116 0.110 0.117 0.081 0.083 0.109 0.110 0.097 0.115 0.111 0.091 0.725 -0.250 0.057 0.023 0.033 -0.269 0.058 0.037 0.033 -0.289 0.036 0.053 0.030 0.743 -0.289 0.055 0.013 0.047 -0.273 0.035 0.059 0.035 -0.283 0.066 0.034 0.043 0.626 -0.997 -0.149

=====

[2]
ORCA calculation (wB97M-V/def2-TZVPD) on a molecular structure, C32H8Cl2F15GeIrNO6S.

Calculated values
- F_max: 0.88 eV/A
- LUMO energy: -4.85 eV
- E_tot: -6728.04584 Eh
- Relative energy (zero: lowest compared OMol25 entry of this formula, charge and spin): 0.0 kJ/mol

```
! RIJCOSX wB97M-V def2-TZVPD def2/J DEFGRID3
* xyz 1 1
Ir -0.78 2.09 0.07
O 1.44 1.64 -3.32
C 0.89 1.74 -2.14
O -0.33 1.87 -1.96
C 1.84 1.72 -0.98
C 3.22 1.70 -0.98
C 3.87 1.75 0.26
C 3.14 1.87 1.44
C 1.76 1.90 1.36
N 1.17 1.80 0.17
C 0.72 2.10 2.44
O 1.03 2.09 3.70
O -0.45 2.33 2.11
H 0.76 1.63 -4.02
H 3.77 1.64 -1.91
H 4.95 1.73 0.30
H 3.65 1.95 2.39
H 1.93 1.77 3.88
Cl -5.66 7.49 -0.56
C -4.73 6.03 -0.43
C -5.42 4.80 -0.38
C -4.73 3.62 -0.27
Cl -5.59 2.13 -0.20
C -3.31 3.59 -0.20
O -2.75 2.44 -0.08
C -2.64 4.85 -0.26
C -1.24 4.99 -0.25
O -0.35 4.10 -0.19
C -3.38 6.06 -0.38
H -6.50 4.78 -0.42
H -0.85 6.01 -0.31
H -2.85 7.00 -0.42
F 0.08 -1.03 -2.70
C 1.32 -1.34 -2.25
C 1.49 -1.65 -0.91
C 2.79 -1.97 -0.53
F 3.07 -2.35 0.71
C 3.85 -1.95 -1.43
F 5.08 -2.24 -1.02
C 3.63 -1.62 -2.75
F 4.64 -1.59 -3.61
C 2.34 -1.32 -3.18
F 2.12 -1.01 -4.45
Ge -0.14 -1.84 0.17
S -1.47 -0.10 0.47
C -1.05 -3.29 -0.76
C -0.37 -4.49 -0.82
F 0.84 -4.58 -0.24
C -0.87 -5.62 -1.43
F -0.18 -6.76 -1.45
C -2.13 -5.55 -2.01
F -2.64 -6.62 -2.61
C -2.84 -4.37 -1.98
F -4.04 -4.30 -2.56
C -2.30 -3.25 -1.36
F -3.03 -2.13 -1.39
C 0.30 -2.42 2.00
C -0.21 -3.54 2.64
F -1.02 -4.38 2.01
C 0.08 -3.83 3.97
F -0.43 -4.90 4.55
C 0.90 -2.98 4.70
F 1.18 -3.23 5.96
C 1.42 -1.85 4.09
F 2.21 -1.01 4.76
C 1.11 -1.61 2.77
F 1.66 -0.49 2.21
*
```

What are the Löwdin partial charges on each atom? They are as follows, in elementary charge units: 1.249 0.206 -0.406 0.002 -0.131 0.067 0.027 0.058 -0.155 -0.022 -0.396 0.226 -0.006 0.180 0.142 0.133 0.138 0.141 0.698 -0.658 -0.087 -0.570 0.759 -0.333 -0.266 -0.120 -0.136 -0.134 -0.055 0.117 0.145 0.119 0.091 -0.245 -0.124 -0.217 0.117 -0.138 0.144 -0.129 0.157 -0.149 0.139 0.751 0.372 -0.142 -0.231 0.094 -0.136 0.143 -0.121 0.156 -0.132 0.142 -0.218 0.085 -0.137 -0.197 0.120 -0.127 0.151 -0.122 0.158 -0.132 0.120 -0.220 0.043

=====

[3]
ORCA calculation (wB97M-V/def2-TZVPD) on C6H8BrN3 in the gas phase.

Calculated values
- F_max: 3.12 eV/A
- LUMO energy: -0.08 eV
- SMILES string: CC(=C=N)/N=C(C)\C=N\Br
- E_tot: -2971.57672 Eh
- Relative energy (zero: lowest compared OMol25 entry of this formula, charge and spin): 317.0 kJ/mol

```
! RIJCOSX wB97M-V def2-TZVPD def2/J DEFGRID3
* xyz 0 1
C 0.01 0.13 1.54
C -0.18 -0.99 0.65
C -0.30 0.41 -1.26
C 0.20 1.47 -0.71
C -0.01 -2.35 1.18
C -0.70 0.55 -2.68
N -0.41 -0.81 -0.63
N 0.63 2.48 -0.17
N 0.97 0.32 2.36
Br 1.12 1.87 3.30
H -0.76 0.89 1.51
H -0.06 -3.02 0.24
H -0.79 -2.52 1.87
H 0.95 -2.50 1.67
H 0.13 0.12 -3.20
H -0.83 1.59 -2.84
H -1.62 -0.14 -2.77
H 1.65 2.48 -0.06
*
```

What are the Löwdin partial charges on each atom? They are as follows, in elementary charge units: -0.297 -0.330 -0.380 -0.161 -0.036 -0.032 0.151 0.162 -0.442 0.658 0.105 0.119 0.063 0.082 0.070 0.066 0.116 0.085

=====

[4]
ORCA calculation (wB97M-V/def2-TZVPD) on 2 unconnected molecules or ions with the total composition C4H12.

Calculated values
- F_max: 8.45 eV/A
- LUMO energy: 1.09 eV
- SMILES string: CC.CC
- E_tot: -159.50463 Eh
- Relative energy (zero: lowest compared OMol25 entry of this formula, charge and spin): 210.9 kJ/mol

```
! RIJCOSX wB97M-V def2-TZVPD def2/J DEFGRID3
* xyz 0 1
C -2.31 1.34 0.67
C -1.46 1.67 -0.63
H -3.18 0.76 0.58
H -2.74 2.26 1.10
H -1.55 0.90 1.35
H -1.22 2.61 -0.56
H -0.80 0.83 -0.93
H -2.13 1.53 -1.58
C 1.90 -0.94 0.54
C 2.06 -2.02 -0.55
H 1.99 -1.45 1.39
H 0.89 -0.29 0.27
H 2.61 -0.17 0.62
H 1.84 -1.60 -1.44
H 1.14 -2.81 -0.51
H 2.95 -2.62 -0.34
*
```

What are the Löwdin partial charges on each atom? They are as follows, in elementary charge units: -0.147 -0.143 0.029 0.063 0.063 -0.015 0.053 0.091 -0.156 -0.164 0.003 0.112 0.033 0.003 0.115 0.060